[1]
A 2-piece molecular cluster, C2H3NO2S2 overall, computed with wB97M-V/def2-TZVPD.

Properties
energy relative to the best compared isomer or geometry (same formula, charge and spin)	105.7	kcal per mole
frontier orbital gap	8.22	eV
E_HOMO	-9.3	eV
net charge	0
multiplicity	1
energy	-29373.3938	eV
SMILES	O=C1SN1O.C=S

CARTESIAN COORDINATES (ANGSTROEM)
O: -1.550 -1.101 -0.740
C: -2.421 -0.536 -0.135
S: -3.820 0.409 -0.291
N: -2.889 -0.376 1.126
O: -2.151 0.513 1.941
H: -1.249 0.905 1.573
C: 0.354 0.552 -1.553
S: 0.565 1.390 -0.146
H: -0.390 0.796 -2.267
H: 1.093 -0.157 -1.881

[2]
C36H31F5GaIO10P as an isolated structure, computed with wB97M-V/def2-TZVPD.

Properties
frontier orbital gap	4.27	eV
E_HOMO	-4.5	eV
net charge	-1
multiplicity	1
energy	-141660.6436	eV

CARTESIAN COORDINATES (ANGSTROEM)
C: 5.819 2.918 2.139
C: 5.334 1.583 2.741
P: 5.268 0.222 1.459
C: 6.771 -0.829 1.793
C: 7.396 -1.334 0.474
Ga: 3.353 -0.961 2.115
I: 3.670 -3.538 1.957
C: 1.810 -0.430 0.834
F: 0.637 -1.102 1.146
F: 2.084 -0.768 -0.470
C: 1.408 1.051 0.828
F: 0.558 1.332 1.840
F: 0.755 1.397 -0.323
F: 2.474 1.873 0.932
H: 5.631 2.910 1.072
H: 6.878 3.064 2.316
H: 5.256 3.744 2.563
H: 4.317 1.713 3.095
H: 5.938 1.279 3.589
H: 6.571 -1.662 2.457
H: 7.479 -0.173 2.293
H: 8.369 -0.888 0.303
H: 6.750 -1.089 -0.359
H: 7.527 -2.410 0.519
H: 2.917 -0.513 3.590
C: -3.275 -5.199 0.012
C: -2.190 -5.855 -0.385
C: -0.842 -5.228 -0.316
O: 0.140 -5.834 -0.682
C: -0.757 -3.844 0.217
C: -1.848 -3.192 0.614
C: -3.190 -3.817 0.545
O: -4.189 -3.231 0.912
H: -4.264 -5.638 -0.032
H: -2.235 -6.867 -0.769
H: 0.228 -3.401 0.271
H: -1.804 -2.184 1.006
C: -1.437 3.497 -1.019
C: -1.226 2.851 -2.164
C: -2.111 3.063 -3.334
O: -1.931 2.479 -4.383
C: -3.242 4.015 -3.185
C: -3.452 4.658 -2.042
C: -2.563 4.449 -0.872
O: -2.759 5.043 0.168
H: -0.807 3.356 -0.152
H: -0.414 2.148 -2.292
H: -3.874 4.149 -4.054
H: -4.268 5.356 -1.908
C: -4.438 -7.492 2.676
C: -4.534 -7.346 3.994
C: -3.696 -8.147 4.921
O: -3.790 -8.023 6.122
C: -2.740 -9.112 4.320
C: -2.644 -9.257 3.002
C: -3.488 -8.461 2.076
O: -3.397 -8.595 0.874
H: -5.040 -6.918 1.984
H: -5.219 -6.644 4.453
H: -2.135 -9.680 5.014
H: -1.953 -9.952 2.541
C: -0.800 0.507 -6.658
C: 0.472 0.675 -6.305
C: 1.539 -0.222 -6.811
O: 2.700 -0.063 -6.507
C: 1.132 -1.324 -7.722
C: -0.138 -1.495 -8.074
C: -1.203 -0.590 -7.573
O: -2.360 -0.744 -7.904
H: -1.587 1.153 -6.301
H: 0.786 1.469 -5.640
H: 1.927 -1.969 -8.076
H: -0.457 -2.291 -8.736
C: -3.083 8.230 2.438
C: -2.057 7.538 1.945
C: -0.692 8.122 1.907
O: 0.246 7.506 1.451
C: -0.515 9.497 2.443
C: -1.542 10.182 2.935
C: -2.909 9.602 2.970
O: -3.843 10.232 3.420
H: -4.087 7.827 2.474
H: -2.168 6.535 1.553
H: 0.490 9.900 2.405
H: -1.438 11.185 3.330

[3]
A 4-piece molecular cluster, C20H34N2O12PS overall, computed with wB97M-V/def2-TZVPD.

Properties
frontier orbital gap	5.12	eV
E_HOMO	-3.7	eV
net charge	-1
multiplicity	1
energy	-68963.9680	eV

CARTESIAN COORDINATES (ANGSTROEM)
C: 3.708 -4.399 1.660
N: 4.393 -3.385 1.449
N: 3.696 -2.593 0.539
C: 2.618 -3.228 0.295
S: 1.424 -2.529 -0.789
C: 1.251 -0.855 -0.046
C: 1.179 -0.858 1.474
C: -0.093 -1.526 2.030
C: -1.161 -0.471 2.367
C: -2.512 -1.086 2.739
C: -3.706 -0.211 2.325
C: -4.282 -0.583 0.951
P: -5.860 -1.636 1.009
O: -5.540 -2.392 -0.544
C: -5.234 -3.768 -0.429
C: -5.407 -4.119 1.083
O: -5.085 -2.978 1.825
O: 2.535 -4.386 0.952
H: 3.902 -5.227 2.312
H: 2.176 -0.347 -0.311
H: 0.410 -0.324 -0.485
H: 2.070 -1.266 1.942
H: 1.138 0.194 1.778
H: -0.522 -2.264 1.352
H: 0.176 -2.023 2.966
H: -1.242 0.179 1.488
H: -0.764 0.139 3.183
H: -2.594 -2.087 2.316
H: -2.535 -1.160 3.831
H: -3.342 0.821 2.258
H: -4.465 -0.232 3.107
H: -3.507 -1.061 0.341
H: -4.565 0.342 0.447
H: -7.117 -2.403 1.074
H: -6.645 -0.652 0.273
H: -6.258 -1.000 2.261
H: -4.197 -3.831 -0.783
H: -5.916 -4.411 -0.997
H: -4.638 -4.857 1.338
H: -6.430 -4.462 1.242
C: 1.784 3.759 1.278
C: 2.423 3.464 -0.054
O: 1.501 2.527 -0.641
C: 0.291 2.720 -0.053
O: -0.724 2.221 -0.421
O: 0.393 3.554 1.007
H: 1.964 4.775 1.619
H: 2.098 3.062 2.057
H: 2.480 4.347 -0.695
H: 3.410 3.030 0.043
C: 7.749 4.272 -1.448
C: 7.317 2.838 -1.656
O: 6.362 2.653 -0.607
C: 5.879 3.866 -0.264
O: 4.947 4.035 0.457
O: 6.588 4.858 -0.851
H: 8.003 4.779 -2.375
H: 8.585 4.361 -0.752
H: 6.820 2.684 -2.615
H: 8.135 2.128 -1.563
C: -2.094 0.738 -3.634
C: -0.591 0.625 -3.558
O: -0.232 0.299 -4.907
C: -1.224 0.744 -5.717
O: -1.156 0.781 -6.905
O: -2.297 1.145 -4.996
H: -2.499 1.472 -2.943
H: -2.598 -0.216 -3.471
H: -0.113 1.567 -3.284
H: -0.260 -0.152 -2.874

[4]
One molecule with the formula C4H6N2O, computed with wB97M-V/def2-TZVPD.

Properties
energy relative to the best compared isomer or geometry (same formula, charge and spin)	47.5	kcal per mole
frontier orbital gap	10.31	eV
E_HOMO	-9.5	eV
net charge	0
multiplicity	1
energy	-9271.4409	eV
SMILES	O=C1C=CCNN1

CARTESIAN COORDINATES (ANGSTROEM)
O: -1.957 -1.003 -0.528
C: -0.905 -0.521 -0.242
C: -0.394 -0.485 1.163
C: 0.813 -0.019 1.390
C: 1.590 0.612 0.331
N: 0.769 1.099 -0.820
N: -0.117 0.077 -1.182
H: -1.056 -0.836 1.851
H: 1.061 0.011 2.480
H: 2.219 1.488 0.719
H: 2.355 -0.118 -0.066
H: 0.169 1.815 -0.459
H: -0.288 -0.096 -2.143

[5]
One molecule with the formula C4H4N2O, computed with wB97M-V/def2-TZVPD.

Properties
energy relative to the best compared isomer or geometry (same formula, charge and spin)	28.8	kcal per mole
frontier orbital gap	9.46	eV
E_HOMO	-9.3	eV
net charge	0
multiplicity	1
energy	-9239.2407	eV
SMILES	O=Cn1ccnc1

CARTESIAN COORDINATES (ANGSTROEM)
O: 2.404 -0.421 -0.151
C: 1.635 0.495 -0.042
N: 0.253 0.328 0.239
C: -0.840 1.108 0.063
C: -1.948 0.345 -0.070
N: -1.629 -1.033 -0.130
C: -0.246 -0.982 0.144
H: 2.040 1.565 0.003
H: -0.646 2.145 -0.179
H: -2.918 0.734 -0.304
H: 0.316 -1.943 0.358

[6]
C24H23AsBF5N10O7Rb as an isolated structure, computed with wB97M-V/def2-TZVPD.

Properties
energy relative to the best compared isomer or geometry (same formula, charge and spin)	8.1	kcal per mole
expectation value of S²	0.752
frontier orbital gap (spin up / spin down)	6.40 / 5.60	eV
E_HOMO (spin up / spin down)	-2.7 / -2.7	eV
net charge	-2
multiplicity	2
energy	-130252.1130	eV

CARTESIAN COORDINATES (ANGSTROEM)
Rb: -0.252 0.121 -0.357
C: -0.094 -1.004 4.884
C: -0.372 -1.337 3.549
N: 0.348 -0.611 2.707
N: 1.103 0.198 3.472
C: 0.858 -0.015 4.782
B: 2.072 1.227 2.851
N: 1.349 2.493 2.375
C: 1.726 3.787 2.472
C: 0.933 4.529 1.629
C: 0.081 3.582 1.027
N: 0.339 2.367 1.475
N: 2.767 0.579 1.641
C: 2.917 1.078 0.395
C: 3.600 0.147 -0.355
C: 3.849 -0.898 0.555
N: 3.346 -0.634 1.751
N: 3.169 1.647 3.870
C: 4.504 1.511 3.727
C: 5.113 2.114 4.806
C: 4.039 2.599 5.571
N: 2.875 2.318 5.005
H: -0.513 -1.423 5.782
H: -1.048 -2.087 3.165
H: 1.375 0.559 5.530
H: 2.513 4.080 3.148
H: 0.960 5.594 1.472
H: -0.668 3.701 0.256
H: 2.516 2.043 0.127
H: 3.856 0.210 -1.399
H: 4.367 -1.832 0.392
H: 4.918 0.988 2.883
H: 6.169 2.186 5.007
H: 4.061 3.138 6.506
O: -2.860 3.176 -2.662
C: -1.845 2.455 -2.688
O: -1.013 2.285 -1.761
C: -1.585 1.718 -4.019
C: -2.059 2.325 -5.140
C: -1.883 1.763 -6.425
C: -1.254 0.551 -6.575
C: -0.760 -0.099 -5.457
C: -0.885 0.427 -4.098
O: -0.478 -0.182 -3.100
N: -0.121 -1.363 -5.715
O: -0.356 -1.941 -6.780
O: 0.679 -1.812 -4.905
N: -2.367 2.445 -7.592
O: -2.930 3.524 -7.450
O: -2.212 1.924 -8.695
H: -2.599 3.254 -5.025
H: -1.134 0.110 -7.551
C: 0.187 -4.496 -2.931
As: 0.885 -3.179 -1.660
C: 2.609 -2.894 -2.547
C: 1.564 -4.457 -0.319
H: 0.903 -5.309 -3.069
H: 0.020 -3.988 -3.879
H: -0.757 -4.903 -2.567
H: 3.073 -3.854 -2.784
H: 3.265 -2.323 -1.890
H: 2.437 -2.327 -3.461
H: 2.203 -5.215 -0.777
H: 0.730 -4.948 0.184
H: 2.134 -3.905 0.430
F: -3.098 -0.410 0.907
C: -2.930 -1.695 1.116
F: -2.534 -2.324 0.029
C: -4.054 -2.377 1.854
F: -5.180 -2.449 1.117
F: -4.341 -1.717 2.973
F: -3.700 -3.629 2.164